## A
2 unconnected molecules or ions with the total composition C11H17NO2. Source: the Open Molecules 2025 dataset; level of theory: ωB97M-V with the def2-TZVPD basis set.

Structure (ORCA input):
```
! wB97M-V def2-TZVPD RIJCOSX def2/J DEFGRID3
* xyz 0 1
C 1.975 -3.303 -0.226
C 1.047 -0.036 0.418
C -2.298 0.304 1.001
C -2.196 0.770 -0.401
C -1.689 -2.091 0.260
C -1.712 -1.559 -1.199
C -1.287 -0.850 1.082
C -1.062 -0.128 -1.093
C -0.197 -0.401 0.106
C 1.968 3.015 -0.123
C 2.677 1.677 -0.172
N 2.447 -2.368 -0.667
O 1.774 -0.372 1.600
O 1.888 0.558 -0.552
H 1.193 -0.855 2.165
H -2.093 1.129 1.636
H -3.341 -0.133 0.992
H -3.122 0.495 -0.937
H -2.022 1.847 -0.581
H -2.652 -2.480 0.649
H -0.974 -2.921 0.349
H -0.986 -2.137 -1.700
H -2.626 -1.658 -1.757
H -0.979 -0.988 2.136
H -0.574 0.343 -1.953
H 2.745 3.815 0.081
H 1.361 3.291 -0.983
H 1.333 3.247 0.763
H 3.010 1.590 0.853
H 3.504 1.667 -0.913
H 2.884 -1.466 -0.833
*
```

Results
* HOMO energy: -8.420 eV
* E_LUMO: 0.73 eV
* HOMO-LUMO gap: 0.336 hartree

## B
2 unconnected molecules or ions with the total composition C11H17NO2. Source: the Open Molecules 2025 dataset; level of theory: ωB97M-V with the def2-TZVPD basis set.

Structure (ORCA input):
```
! wB97M-V def2-TZVPD RIJCOSX def2/J DEFGRID3
* xyz 0 1
C 0.437 3.507 -0.855
C -0.167 2.130 -1.177
C 0.877 1.041 -1.281
C 1.976 0.910 -0.450
C 2.929 -0.093 -0.628
C 2.804 -0.937 -1.717
O 3.729 -1.913 -1.978
C 1.731 -0.829 -2.598
C 0.770 0.136 -2.343
H -0.309 4.286 -1.030
H 1.251 3.734 -1.540
H 0.770 3.545 0.183
H -0.898 1.870 -0.407
H -0.720 2.193 -2.121
H 2.073 1.514 0.451
H 3.733 -0.229 0.080
H 4.399 -1.882 -1.281
H 1.611 -1.607 -3.336
H -0.070 0.221 -3.013
C -1.899 -0.142 2.409
C -2.465 -1.087 1.344
C -2.840 -2.503 1.736
N -2.121 -3.017 2.776
O -3.708 -3.120 1.159
H -2.553 -0.067 3.280
H -1.941 0.833 1.925
H -0.858 -0.264 2.707
H -3.301 -0.646 0.802
H -1.659 -1.172 0.604
H -2.241 -3.929 3.177
H -1.340 -2.482 3.123
*
```

Results
* SMILES: CCc1ccc(O)cc1.CCC(N)=O
* HOMO energy: -8.507 eV
* E_LUMO: 0.59 eV
* HOMO-LUMO gap: 0.334 hartree

Stability summary: most stable B, least stable A.

## A
C4H4FN in the gas phase. Source: the Open Molecules 2025 dataset; level of theory: ωB97M-V with the def2-TZVPD basis set.

Structure (ORCA input):
```
! wB97M-V def2-TZVPD RIJCOSX def2/J DEFGRID3
* xyz 0 1
N 2.467 1.227 0.063
C 1.657 0.414 -0.039
C 0.444 -0.410 -0.031
F 0.803 -1.706 0.140
C -0.796 0.025 0.798
C -0.732 -0.007 -0.806
H -0.675 0.998 1.357
H -1.225 -0.701 1.396
H -1.281 -0.799 -1.411
H -0.663 0.960 -1.466
*
```

Results
* SMILES: N#CC1(F)CC1
* HOMO energy: -10.969 eV
* E_LUMO: 0.88 eV
* HOMO-LUMO gap: 0.436 hartree

## B
C4H4FN in the gas phase. Source: the Open Molecules 2025 dataset; level of theory: ωB97M-V with the def2-TZVPD basis set.

Structure (ORCA input):
```
! wB97M-V def2-TZVPD RIJCOSX def2/J DEFGRID3
* xyz 0 1
F 2.012 -2.579 0.445
N 0.659 -1.998 0.342
C 0.645 -0.810 -0.156
C -0.590 -0.032 -0.058
C -0.739 1.305 0.624
C -0.763 1.329 -0.692
H 1.466 -0.128 -0.668
H -1.511 -0.613 0.080
H -0.559 1.644 1.660
H -0.620 1.883 -1.578
*
```

Results
* SMILES: F/N=C/C1C=C1
* HOMO energy: -10.098 eV
* E_LUMO: 0.49 eV
* HOMO-LUMO gap: 0.389 hartree

Stability summary: most stable A, least stable B.

## A
2 unconnected molecules or ions with the total composition C5H10O4. Source: the Open Molecules 2025 dataset; level of theory: ωB97M-V with the def2-TZVPD basis set.

Structure (ORCA input):
```
! wB97M-V def2-TZVPD RIJCOSX def2/J DEFGRID3
* xyz 0 1
C 0.665 -1.511 0.573
C -0.268 0.687 -0.283
C 0.901 -0.039 0.387
C 0.005 2.186 -0.420
C -0.471 0.093 -1.659
O -1.114 -1.458 1.924
O 1.532 -2.087 1.348
O -1.739 -0.312 -1.853
O 0.372 -0.008 -2.509
H -0.923 -2.302 2.346
H 2.083 -1.483 1.896
H -1.802 -0.773 -2.705
H -1.224 -1.668 0.931
H -1.167 0.525 0.315
H 1.152 0.454 1.339
H 1.780 0.030 -0.268
H -0.848 2.689 -0.870
H 0.876 2.354 -1.051
H 0.189 2.624 0.559
*
```

Results
* HOMO energy: -8.404 eV
* E_LUMO: 0.71 eV
* HOMO-LUMO gap: 0.335 hartree

## B
2 unconnected molecules or ions with the total composition C5H10O4. Source: the Open Molecules 2025 dataset; level of theory: ωB97M-V with the def2-TZVPD basis set.

Structure (ORCA input):
```
! wB97M-V def2-TZVPD RIJCOSX def2/J DEFGRID3
* xyz 0 1
C 0.823 1.238 -1.863
O -0.297 1.512 -1.010
C -1.351 0.643 -0.920
O -2.381 0.883 -0.310
O -1.284 -0.374 -1.805
H 0.794 1.928 -2.711
H 1.731 1.428 -1.283
H 0.866 0.215 -2.243
H -2.132 -0.838 -1.663
C 0.694 0.589 1.684
C 0.050 -0.571 1.458
C 0.723 -1.774 0.874
O -1.201 -0.809 1.986
H 1.721 0.726 1.362
H 0.213 1.428 2.175
H 1.713 -1.929 1.314
H 0.840 -1.655 -0.207
H 0.134 -2.682 1.038
H -1.655 0.043 2.124
*
```

Results
* SMILES: COC(=O)O.C=C(C)O
* HOMO energy: -8.651 eV
* E_LUMO: 0.66 eV
* HOMO-LUMO gap: 0.342 hartree

Stability summary: most stable B, least stable A.

## A
2 unconnected molecules or ions with the total composition C5H7FN2. Source: the Open Molecules 2025 dataset; level of theory: ωB97M-V with the def2-TZVPD basis set.

Structure (ORCA input):
```
! wB97M-V def2-TZVPD RIJCOSX def2/J DEFGRID3
* xyz 0 1
C -3.879 -0.420 -0.297
C 2.050 -0.311 0.087
C 1.489 1.069 0.508
C 0.753 -1.005 -0.425
C -0.077 0.936 0.314
N -2.955 -1.025 -0.578
N -0.297 -0.256 -0.332
F -0.666 2.083 -0.252
H 2.882 -0.354 -0.688
H 2.367 -0.843 0.996
H 1.815 1.026 1.616
H 1.810 2.014 0.120
H 0.788 -2.138 -0.513
H -4.831 -0.053 -0.019
H -1.250 -0.722 -0.537
*
```

Results
* HOMO energy (alpha / beta): -6.057 / -6.440 eV
* E_LUMO (alpha / beta): 0.83 / 0.86 eV
* HOMO-LUMO gap (alpha / beta): 0.253 / 0.268 hartree

## B
C5H7FN2 in the gas phase. Source: the Open Molecules 2025 dataset; level of theory: ωB97M-V with the def2-TZVPD basis set.

Structure (ORCA input):
```
! wB97M-V def2-TZVPD RIJCOSX def2/J DEFGRID3
* xyz 0 1
C -2.167 0.442 0.089
C -1.134 -0.154 -0.898
F -1.071 0.563 -2.024
C 0.244 -0.305 -0.260
C 1.193 0.732 0.028
C 2.282 0.143 0.508
N 1.940 -1.165 0.518
N 0.701 -1.436 0.101
H -1.719 1.383 0.608
H -3.167 0.587 -0.513
H -2.294 -0.234 0.963
H -1.445 -1.058 -1.298
H 1.195 1.772 -0.115
H 3.089 0.517 1.162
H 2.353 -1.787 1.132
*
```

Results
* SMILES: C[C@@H](F)c1cc[nH]n1
* HOMO energy: -9.609 eV
* E_LUMO: 1.00 eV
* HOMO-LUMO gap: 0.390 hartree

## C
C5H7FN2 in the gas phase. Source: the Open Molecules 2025 dataset; level of theory: ωB97M-V with the def2-TZVPD basis set.

Structure (ORCA input):
```
! wB97M-V def2-TZVPD RIJCOSX def2/J DEFGRID3
* xyz 0 1
H 3.648 0.833 -1.443
N 2.709 1.009 -1.068
C 2.142 -0.091 -0.768
N 0.844 -0.144 -0.270
C 0.124 0.975 0.051
C -1.112 0.991 0.598
C -1.907 -0.209 0.897
C -1.990 -1.363 0.228
F -2.641 -0.060 2.012
H 2.599 -1.092 -0.869
H 0.525 -1.049 0.002
H 0.632 1.896 -0.139
H -1.514 1.920 0.862
H -2.586 -2.163 0.619
H -1.473 -1.454 -0.712
*
```

Results
* SMILES: [H]/N=C/N/C=C\C(=C)F
* HOMO energy: -8.400 eV
* E_LUMO: 0.74 eV
* HOMO-LUMO gap: 0.336 hartree

## D
C5H7FN2 in the gas phase. Source: the Open Molecules 2025 dataset; level of theory: ωB97M-V with the def2-TZVPD basis set.

Structure (ORCA input):
```
! wB97M-V def2-TZVPD RIJCOSX def2/J DEFGRID3
* xyz 0 1
C -2.912 -0.179 0.088
N -1.508 -0.066 -0.280
C -0.485 -1.110 0.029
C 0.765 -0.257 0.103
C 2.012 -0.643 -0.007
F 3.005 0.232 -0.019
C 0.318 1.121 0.064
N -0.988 1.206 -0.055
H -3.413 0.604 -0.502
H -3.150 0.043 1.126
H -3.337 -1.153 -0.155
H -0.530 -1.924 -0.738
H -0.700 -1.551 1.017
H 2.368 -1.657 -0.110
H 1.003 1.976 0.212
*
```

Results
* SMILES: CN1C/C(=C/F)C=N1
* HOMO energy: -7.826 eV
* E_LUMO: 0.84 eV
* HOMO-LUMO gap: 0.318 hartree

Stability summary: most stable C, least stable A.